Record 1
Entry from OMol25: a structure of composition C17H31BCrF4N5O3P2S3 (the ωB97M-V functional and the def2-TZVPD basis).

Results
highest occupied orbital energy (alpha / beta)	-3.4 / -3.7	eV
energy relative to the best compared isomer or geometry (same formula, charge and spin)	0.10	kcal per mole
expectation value of S²	6.03
lowest unoccupied orbital energy (alpha / beta)	2.15 / 2.15	eV

Structure (ORCA input):
```
! wB97M-V def2-TZVPD RIJCOSX def2/J DEFGRID3
* xyz -1 5
Cr 0.0416 0.9903 0.9191
C 0.1595 -1.0826 -2.5954
N -0.9120 -2.0532 -2.8512
C -0.4248 -3.3399 -3.3190
P -2.2493 -2.0045 -1.8880
O -2.6590 -0.6272 -1.5785
O -1.9249 -2.9599 -0.6255
P -0.9199 -2.6559 0.6159
O -0.1447 -1.4228 0.4442
N 0.1059 -3.9363 0.6669
C 1.5469 -3.7640 0.5097
C -0.3578 -5.2964 0.8463
N -1.9435 -2.8561 1.8739
C -3.3345 -2.4057 1.8380
C -1.3168 -2.6994 3.2032
N -3.4148 -2.9394 -2.5895
C -4.4607 -2.2740 -3.3537
C -3.7022 -4.3203 -2.2458
H 0.6360 -0.8170 -3.5421
H 0.9164 -1.4811 -1.9157
H -0.2518 -0.1893 -2.1412
H 0.1648 -3.1913 -4.2260
H -1.2543 -4.0044 -3.5628
H 0.2153 -3.8297 -2.5723
H 1.8071 -2.7091 0.5651
H 1.8972 -4.1744 -0.4452
H 2.0674 -4.2893 1.3155
H -1.4201 -5.3057 1.0848
H 0.1806 -5.7752 1.6701
H -0.1962 -5.8982 -0.0558
H -3.6872 -2.3250 0.8139
H -3.4411 -1.4308 2.3175
H -3.9610 -3.1319 2.3648
H -0.2370 -2.8366 3.1447
H -1.7244 -3.4497 3.8857
H -1.5037 -1.7048 3.6023
H -4.2321 -1.2171 -3.4682
H -5.4236 -2.3566 -2.8383
H -4.5588 -2.7262 -4.3454
H -2.8637 -4.7791 -1.7311
H -3.9059 -4.8945 -3.1547
H -4.5812 -4.3949 -1.5943
S 1.6068 0.1128 2.4944
C 3.0413 1.0890 2.2107
C 4.1038 1.0435 3.1209
C 5.2475 1.8093 2.9513
C 5.3561 2.6473 1.8472
C 4.3209 2.6921 0.9242
C 3.1661 1.9193 1.0770
S 1.9042 1.9993 -0.1603
H 4.0084 0.3893 3.9819
H 6.0483 1.7565 3.6807
H 6.2336 3.2682 1.7103
H 4.3945 3.3352 0.0537
S -3.3739 2.6546 -1.5909
C -1.9718 2.4839 -2.5541
C -0.9384 2.0904 -1.7807
N -1.2491 1.9230 -0.4392
C -2.5034 2.1903 -0.2151
H -1.9771 2.6769 -3.6143
H 0.0787 1.9365 -2.1099
H -2.9768 2.1165 0.7551
F -2.2190 0.6291 4.2144
B -2.3031 1.1830 2.9476
F -1.7774 0.2202 1.9786
F -3.6460 1.4359 2.5854
F -1.5489 2.3509 2.8005
*
```

Here are the natural (NBO) charges for atoms 1 to 2, given in e: 1.0836 -0.4107

Record 2
Entry from OMol25: a structure of composition C17H31IrN2S in a non-equilibrium geometry (the ωB97M-V functional and the def2-TZVPD basis).

Results
highest occupied orbital energy (alpha / beta)	-12.5 / -15.5	eV
expectation value of S²	6.01
lowest unoccupied orbital energy (alpha / beta)	-5.53 / -9.88	eV

Structure (ORCA input):
```
! wB97M-V def2-TZVPD RIJCOSX def2/J DEFGRID3
* xyz 2 5
C -1.4933 -1.8424 0.4824
H -1.5128 -2.0007 1.5656
H -2.4719 -1.4011 0.2455
H 0.3055 -1.3715 0.2778
C -1.4552 -3.1742 -0.2788
H -1.4595 -2.9001 -1.3432
H -0.5391 -3.7714 -0.0901
C -2.7234 -3.9505 0.0892
H -2.7392 -4.9092 -0.4408
H -2.8163 -4.1240 1.1724
H -3.6294 -3.3848 -0.1840
C 0.1348 1.6735 -1.3457
C -0.3157 0.5620 -2.1428
C -1.7408 0.4290 -1.9358
C -2.1321 1.4121 -0.9528
C -0.9694 2.1694 -0.5951
C -0.9008 3.2957 0.3794
C -3.5035 1.6050 -0.3962
C -2.6558 -0.5184 -2.6404
C 0.5302 -0.2613 -3.0562
C 1.5224 2.2162 -1.3064
Ir -0.6480 -0.1644 -0.0730
H -3.4642 2.1614 0.5498
H -4.1343 2.1812 -1.0892
H -3.9986 0.6379 -0.2322
H -1.8630 3.4248 0.8899
H -0.1370 3.1303 1.1575
H -0.6385 4.2025 -0.1921
H 2.2339 1.5141 -1.7576
H 1.5760 3.1676 -1.8588
H 1.8303 2.4128 -0.2688
H 0.1107 -1.2710 -3.1408
H 0.5710 0.2019 -4.0527
H 1.5530 -0.3315 -2.6642
H -3.1472 -1.1760 -1.9151
H -3.4558 -0.0070 -3.1922
H -2.0913 -1.1362 -3.3436
S -0.1523 0.5868 2.0366
C 1.5606 0.2052 2.1359
N 2.2601 -0.2099 1.0813
C 3.7173 -0.0924 1.0393
C 4.2950 -0.4137 2.4024
C 3.6451 0.4152 3.4842
N 2.1910 0.3597 3.3082
H 1.6922 -0.2409 0.2051
H 3.9418 0.9502 0.7523
H 4.0881 -0.7933 0.2876
H 5.3668 -0.2091 2.3830
H 4.1942 -1.4824 2.6224
H 3.9657 1.4680 3.4381
H 3.9058 0.0102 4.4653
H 1.5967 0.7444 4.0371
*
```

Here are the natural (NBO) charges for atoms 1 to 2, given in e: -0.5526 0.2590

Record 3
Entry from OMol25: a structure of composition C17H31MoN3P2 in a non-equilibrium geometry (the ωB97M-V functional and the def2-TZVPD basis).

Results
highest occupied orbital energy (alpha / beta)	-14.2 / -14.2	eV
expectation value of S²	2.50
lowest unoccupied orbital energy (alpha / beta)	-8.73 / -9.32	eV

Structure (ORCA input):
```
! wB97M-V def2-TZVPD RIJCOSX def2/J DEFGRID3
* xyz 2 3
P 0.6439 0.5851 -2.3893
P -0.3621 -2.4033 -1.0805
C 0.7035 -1.0393 -3.3101
C -0.3228 -2.0926 -2.8841
H 1.7392 -1.4133 -3.2442
H 0.5194 -0.7683 -4.3619
H -1.3438 -1.8433 -3.2134
H -0.0445 -3.0601 -3.3240
C 0.9705 -3.6443 -0.9282
H 1.1049 -3.9079 0.1359
H 1.9178 -3.2488 -1.3350
H 0.6615 -4.5389 -1.5004
C -1.8555 -3.4375 -0.8630
H -1.6558 -4.4201 -1.3034
H -2.7058 -2.9614 -1.3596
H -2.0518 -3.5371 0.2099
C 2.0082 1.4461 -3.2477
H 2.1168 2.4671 -2.8461
H 1.7649 1.4819 -4.3257
H 2.9434 0.8798 -3.0961
C -0.7956 1.3005 -3.2673
H -1.6962 0.6891 -3.1064
H -0.5512 1.3092 -4.3421
H -0.9800 2.3262 -2.9220
Mo 0.0212 1.8573 1.9258
C -1.0209 -0.3307 2.3887
C 0.3351 -0.6410 2.3826
C 1.2168 -0.7903 1.1856
C 1.8731 0.4416 0.4197
C 1.0400 1.5135 -0.2990
C -0.4401 1.6410 -0.2241
C -1.2803 0.3934 -0.1243
C -1.9284 -0.0786 1.2125
C -0.9978 3.5944 2.1936
H -1.5074 -0.2302 3.3649
H 0.8504 -0.7922 3.3475
H 0.7215 -1.4403 0.4464
H 2.0970 -1.3794 1.5264
H 2.6242 0.8986 1.1054
H 2.4792 -0.0866 -0.3472
H 1.6462 2.4146 -0.5121
H -0.8947 2.5078 -0.7292
H -0.6287 -0.4555 -0.4523
H -2.1030 0.4108 -0.8730
H -2.6944 0.6571 1.5131
H -2.5028 -0.9959 0.9389
H -1.8779 3.4066 2.8194
H -1.2917 3.9870 1.2155
H -0.3147 4.2763 2.7111
N 0.4780 1.8161 3.8406
C 0.5946 1.7684 5.0307
N 0.9364 1.6545 6.2417
C 0.2003 1.8378 7.3164
N -0.3600 1.9751 8.3394
*
```

Here are the natural (NBO) charges for atoms 1 to 2, given in e: 1.3270 0.8908

Record 4
Entry from OMol25: a structure of composition C17H31N2PReS2 (the ωB97M-V functional and the def2-TZVPD basis).

Results
highest occupied orbital energy (alpha / beta)	-6.8 / -6.8	eV
energy relative to the best compared isomer or geometry (same formula, charge and spin)	10.39	kcal per mole
expectation value of S²	0.76
lowest unoccupied orbital energy (alpha / beta)	0.34 / -0.39	eV

Structure (ORCA input):
```
! wB97M-V def2-TZVPD RIJCOSX def2/J DEFGRID3
* xyz 0 2
Re 0.9249 0.1007 -1.0385
C 4.9159 2.7046 -1.1581
C 3.4777 2.2382 -1.1545
S 3.2333 0.5524 -0.7443
C 2.4444 3.0487 -1.4389
C 2.5819 4.5024 -1.8015
S 0.7888 2.4406 -1.4081
H 5.5863 1.8677 -0.9719
H 5.0962 3.4567 -0.3869
H 5.1868 3.1405 -2.1213
H 3.6248 4.8137 -1.8357
H 2.0611 5.1348 -1.0781
H 2.1339 4.7002 -2.7775
C -1.7905 0.1889 -3.3244
P -1.3898 -0.2635 -1.6067
C -2.6716 0.6991 -0.7137
C -1.9894 -1.9918 -1.4815
C -2.5779 -2.6569 -2.5540
C -2.9532 -3.9911 -2.4446
C -2.7475 -4.6754 -1.2586
C -2.1534 -4.0247 -0.1847
C -1.7683 -2.6993 -0.2988
H -1.1618 -0.3859 -4.0039
H -1.5374 1.2431 -3.4427
H -2.8427 0.0387 -3.5698
H -3.6551 0.2535 -0.8638
H -2.6696 1.7192 -1.0997
H -2.4703 0.7526 0.3554
H -2.7454 -2.1442 -3.4913
H -3.4011 -4.4935 -3.2924
H -3.0331 -5.7161 -1.1741
H -1.9668 -4.5603 0.7376
H -1.2577 -2.2263 0.5300
C -1.3987 -0.5716 3.9194
C -0.1347 0.0081 3.2948
C 1.1031 -0.5458 3.9947
C -0.1622 1.5381 3.3903
N -0.1443 -0.4748 1.8970
N 0.8702 0.1057 1.0826
H -1.4058 -0.3934 4.9945
H -1.4507 -1.6471 3.7440
H -2.2938 -0.1081 3.4957
H 1.0615 -0.3231 5.0615
H 2.0219 -0.1010 3.6061
H 1.1592 -1.6274 3.8652
H -0.3242 1.8461 4.4241
H -0.9730 1.9529 2.7852
H 0.7770 1.9931 3.0679
H -1.0304 -0.2415 1.4650
H 1.7706 -0.2902 1.3437
H 0.9405 1.1168 1.2138
C 1.3464 -1.6436 -1.6646
H 2.3685 -1.9735 -1.8594
H 0.6256 -2.3870 -2.0244
*
```

Here are the Löwdin charges for atoms 1 to 2, given in e: 0.6437 -0.1409

Record 5
Entry from OMol25: a cluster of 5 separate species, C17H31N3O4S in total in a non-equilibrium geometry (the ωB97M-V functional and the def2-TZVPD basis).

Results
highest occupied orbital energy	-8.3	eV
energy relative to the best compared isomer or geometry (same formula, charge and spin)	56.78	kcal per mole
lowest unoccupied orbital energy	-0.04	eV

Structure (ORCA input):
```
! wB97M-V def2-TZVPD RIJCOSX def2/J DEFGRID3
* xyz 0 1
C -0.7015 0.6808 -2.4719
C 0.3081 0.9572 -1.4217
O -0.1449 2.0763 -0.7085
C -0.9528 2.8061 -1.5306
O -1.4867 3.8609 -1.2031
O -1.2615 2.0425 -2.6832
H -1.2504 -0.1143 -1.9673
H -0.0867 0.3637 -3.3142
H 1.2819 1.2362 -1.8244
H 0.5099 0.1901 -0.6741
C -3.5559 0.7037 2.0059
C -4.0076 0.3425 0.5612
C -5.0714 -0.7580 0.5383
C -5.5044 -0.9028 -0.8633
N -5.8132 -1.0017 -1.9759
H -4.5261 1.0008 2.4039
H -2.6454 1.3027 1.9884
H -3.2348 -0.1194 2.6442
H -3.1835 -0.0403 -0.0408
H -4.3236 1.2546 0.0549
H -5.9735 -0.3933 1.0294
H -4.5979 -1.6490 0.9506
C 0.8842 -4.5203 1.5499
C 1.8556 -3.4144 1.9832
C 1.1668 -2.3414 2.8977
C 0.3474 -1.3213 2.1358
N -0.2735 -0.5147 1.6175
H 1.5538 -5.1639 0.9793
H 0.0814 -4.0306 0.9988
H 0.4538 -5.1615 2.3192
H 2.3317 -3.1818 1.0307
H 2.6958 -3.8385 2.5330
H 1.8259 -2.0440 3.7133
H 0.3149 -2.8049 3.3951
C 5.1872 -2.6289 -4.3881
C 5.0842 -2.1097 -2.9198
C 3.7402 -1.4575 -2.6343
C 3.6939 -0.0434 -3.1490
N 3.6429 1.0116 -3.4924
H 6.0310 -3.2819 -4.6111
H 5.5596 -1.9523 -5.1572
H 4.3395 -3.1863 -4.7867
H 5.8702 -1.3868 -2.7014
H 5.3690 -2.9953 -2.3518
H 3.5983 -1.3334 -1.5607
H 2.8940 -2.0741 -2.9373
C -1.4879 5.9738 2.6778
S -1.9969 4.2539 3.0410
O -3.3345 3.9409 2.3552
C -0.5217 3.3571 2.2393
H -2.2188 6.6759 3.0789
H -1.3678 6.0661 1.5984
H -0.5065 6.1408 3.1218
H -0.5805 3.7548 1.2262
H -0.4856 2.2867 2.0367
H 0.4742 3.4860 2.6633
*
```

Here are the natural (NBO) charges for atoms 1 to 2, given in e: -0.1162 -0.1019

Record 6
Entry from OMol25: a structure of composition C17H32BBr12N5O3 in a non-equilibrium geometry (the ωB97M-V functional and the def2-TZVPD basis).

Results
highest occupied orbital energy	-8.7	eV
lowest unoccupied orbital energy	-1.00	eV

Structure (ORCA input):
```
! wB97M-V def2-TZVPD RIJCOSX def2/J DEFGRID3
* xyz 0 1
C -0.0142 5.8768 -3.6506
C -0.4628 4.5520 -4.2500
N -1.5244 4.4199 -4.9132
C 0.3845 3.2930 -4.0658
C 0.1826 2.7917 -2.6184
N -0.9513 3.1003 -2.0573
N -1.0844 2.7097 -0.7728
C -0.0839 2.0792 -0.2781
O -0.2730 1.7418 1.1293
B -0.5010 3.0209 1.6946
O 0.4680 4.0224 1.4822
O -1.6227 3.3158 2.4068
N 1.1161 1.7199 -0.8719
N 1.2338 2.1081 -2.1114
H -0.7176 6.2464 -2.8957
H 0.9825 5.7713 -3.2041
H 0.0755 6.6591 -4.4133
H -2.0181 5.3159 -4.9589
H 0.1512 2.5360 -4.8071
H 1.4290 3.6355 -4.1142
H 0.1299 4.5797 0.7634
H -1.6754 4.2821 2.4484
Br 4.0742 6.4036 -3.1049
C 4.2216 8.3448 -3.0544
C 3.1952 8.9516 -2.1355
Br 1.4308 8.9781 -2.9584
H 4.1348 8.6949 -4.0783
H 5.2269 8.5445 -2.6885
H 3.4313 9.9948 -1.9345
H 3.0974 8.4174 -1.1955
Br 0.2670 -0.7750 -6.8548
C -0.6646 -1.6455 -5.3837
C -1.9008 -0.8825 -4.9878
Br -1.4524 0.6995 -3.9466
H 0.0506 -1.7454 -4.5727
H -0.9275 -2.6336 -5.7567
H -2.5299 -1.4862 -4.3360
H -2.4844 -0.5449 -5.8389
Br -2.7886 -0.9747 1.1047
C -2.0685 -0.3009 2.7804
C -2.4699 -1.1712 3.9421
Br -4.3174 -0.8593 4.4679
H -2.4072 0.7264 2.8790
H -0.9871 -0.3117 2.6476
H -1.8791 -0.9259 4.8237
H -2.3795 -2.2337 3.7318
Br -0.7526 -4.9959 2.2324
C -0.0234 -4.3180 3.9069
C -0.4173 -5.1881 5.0691
Br -2.2661 -4.8749 5.5952
H -0.3646 -3.2920 4.0079
H 1.0569 -4.3263 3.7715
H 0.1745 -4.9429 5.9490
H -0.3243 -6.2489 4.8594
Br -1.3824 -10.6514 6.9182
C -1.3410 -10.0540 5.0665
C 0.0379 -10.1857 4.4757
Br 1.2176 -8.7654 5.0951
H -1.7128 -9.0336 5.0556
H -2.0432 -10.6993 4.5424
H 0.0017 -10.0734 3.3937
H 0.5206 -11.1260 4.7234
Br 0.8824 -0.1418 0.3617
C 0.9114 -2.0474 -0.0966
C 2.0312 -2.7734 0.6012
Br 3.7496 -2.4157 -0.2445
H 0.9742 -2.1095 -1.1800
H -0.0543 -2.4335 0.2310
H 1.8963 -3.8510 0.5265
H 2.1304 -2.4949 1.6467
*
```

Here are the natural (NBO) charges for atoms 1 to 2, given in e: -0.7081 0.3255

Let's list E_tot in order: -122792.41966, -34766.65069, -43011.30592, -54200.65726, -41622.62091, -872926.31744 eV.